{
  "formula": "C33H28GeN2O6PdS",
  "method": "ωB97M-V/def2-TZVPD",
  "species": ["Pd", "Ge", "S", "O", "O", "O", "O", "O", "O", "N", "N", "C", "C", "C", "C", "C", "C", "C", "C", "C", "C", "C", "C", "C", "C", "C", "C", "C", "C", "C", "C", "C", "C", "C", "C", "C", "C", "C", "C", "C", "C", "C", "C", "C", "H", "H", "H", "H", "H", "H", "H", "H", "H", "H", "H", "H", "H", "H", "H", "H", "H", "H", "H", "H", "H", "H", "H", "H", "H", "H", "H", "H"],
  "coordinates": [[-1.2301, 1.2146, 0.3017], [-1.0815, -1.1472, 0.2715], [1.2537, 1.9997, -0.9474], [-3.2925, 1.0608, 0.0531], [-0.9279, 1.1647, 2.4564], [-5.2219, 2.1728, 0.2295], [0.7404, 1.3584, 3.9350], [1.4472, 3.4188, -0.7398], [0.3488, 1.5655, -1.9927], [0.8212, 1.2068, 0.3673], [-1.9133, 3.4031, 0.4896], [-0.7119, -2.6027, -2.2325], [-3.2682, 5.7859, 0.8148], [5.1794, 1.1103, -0.8619], [5.3398, 0.2382, -1.9376], [-2.1484, -2.4976, -4.1610], [-1.8825, 5.7576, 0.8210], [6.6786, -0.3927, -2.2198], [2.9896, 0.4963, -2.4503], [-4.0025, 2.1109, 0.2524], [-3.3515, -2.7756, 1.0111], [2.9891, -2.2899, 0.2781], [-2.4912, -1.4760, 2.8379], [3.9440, 1.6695, -0.5779], [0.6458, -1.9199, 0.7560], [2.0292, -3.1633, 2.3008], [1.7562, -1.7631, -0.0714], [-1.2429, 4.5413, 0.6511], [-1.5255, -1.6941, -1.5547], [-2.6571, -1.1958, -2.1982], [-2.4300, -1.8470, 1.4955], [0.3020, 1.3718, 2.7941], [0.7938, -2.6324, 1.9418], [-4.3581, -2.9605, 3.1879], [4.2332, -0.0521, -2.7295], [2.8491, 1.3501, -1.3683], [-4.3088, -3.3304, 1.8494], [-2.9661, -1.5957, -3.4910], [-1.0194, -3.0028, -3.5275], [3.1290, -2.9895, 1.4727], [1.2926, 1.6981, 1.6602], [-3.9610, 4.6002, 0.6356], [-3.2451, 3.4250, 0.4740], [-3.4486, -2.0316, 3.6769], [-3.4884, -1.7257, 4.7153], [-0.0562, -2.7658, 2.6007], [-1.8105, -0.7232, 3.2175], [-1.2987, 6.6589, 0.9489], [-3.3306, -3.0676, -0.0326], [-0.1633, 4.4663, 0.6206], [1.4068, 2.7880, 1.6676], [6.7498, -0.7226, -3.2561], [-5.0206, -4.0453, 1.4541], [7.4940, 0.3045, -2.0254], [-2.3905, -2.8039, -5.1713], [6.8325, -1.2657, -1.5807], [3.8406, -2.1413, -0.3766], [4.0933, -3.3944, 1.7553], [6.0333, 1.3555, -0.2408], [-3.8483, -1.1962, -3.9764], [2.2512, 1.2561, 1.9405], [3.8260, 2.3560, 0.2508], [-3.2949, -0.4872, -1.6785], [0.1698, -3.0095, -1.7515], [4.3438, -0.7192, -3.5774], [-5.0393, 4.5442, 0.6159], [-5.1078, -3.3850, 3.8444], [-0.3761, -3.7089, -4.0391], [2.1309, -3.7036, 3.2341], [-3.8009, 6.7201, 0.9435], [2.1228, 0.2693, -3.0588], [1.6546, -1.2140, -0.9974]],
  "forces_ev_per_angstrom": [[-0.58, -0.15, 0.36], [0.03, -0.05, 0.05], [0.12, -0.33, -0.04], [0.24, -0.04, 0.16], [0.18, -0.01, -0.03], [0.01, -0.12, 0.02], [-0.16, 0.04, 0.08], [0.02, 0.08, 0.03], [0.04, 0.16, -0.08], [0.02, 0.44, -0.13], [0.04, -0.03, -0.25], [-0.08, -0.01, -0.10], [-0.03, -0.07, -0.01], [-0.04, -0.02, -0.04], [0.02, 0.01, -0.02], [0.05, 0.01, 0.10], [0.00, 0.00, 0.00], [-0.05, 0.00, 0.03], [-0.03, 0.00, 0.01], [-0.05, 0.22, -0.18], [0.00, -0.01, 0.06], [0.01, -0.01, 0.01], [-0.01, 0.04, 0.04], [0.07, -0.01, 0.01], [-0.07, 0.04, 0.06], [0.03, 0.02, -0.04], [0.04, -0.01, 0.03], [0.07, 0.02, 0.04], [0.20, -0.09, 0.01], [-0.06, 0.08, 0.04], [-0.11, -0.06, -0.12], [0.12, -0.08, -0.16], [0.07, 0.01, 0.03], [0.06, 0.02, -0.09], [0.03, 0.00, 0.01], [0.01, 0.02, 0.01], [-0.02, 0.01, 0.10], [0.00, -0.02, -0.02], [-0.08, 0.04, -0.02], [-0.08, 0.01, -0.01], [-0.07, -0.12, 0.08], [-0.02, 0.12, 0.04], [-0.05, -0.04, 0.11], [-0.01, -0.02, -0.02], [-0.01, -0.01, 0.00], [0.01, -0.01, 0.00], [-0.02, -0.03, 0.01], [0.00, -0.01, 0.00], [0.01, 0.01, -0.01], [-0.01, 0.00, -0.01], [0.03, 0.02, -0.03], [0.00, 0.00, 0.00], [-0.01, 0.00, 0.01], [0.00, 0.00, 0.00], [0.01, -0.01, -0.01], [0.02, 0.00, -0.01], [0.00, 0.00, 0.01], [0.00, 0.00, 0.01], [0.01, 0.00, 0.00], [0.00, -0.01, -0.01], [0.01, -0.05, -0.06], [0.01, 0.00, -0.01], [0.01, -0.03, -0.05], [-0.02, 0.00, 0.01], [0.00, 0.01, 0.01], [0.00, 0.00, 0.00], [-0.01, -0.01, 0.00], [-0.01, 0.00, -0.01], [0.01, 0.00, 0.00], [0.00, 0.00, 0.00], [0.02, 0.01, 0.02], [0.03, 0.04, -0.01]],
  "lowdin_charge": [0.928, 1.016, 0.537, -0.156, -0.141, 0.041, 0.017, -0.322, -0.348, -0.327, 0.060, -0.107, -0.062, -0.039, -0.286, -0.104, -0.056, -0.057, -0.066, -0.588, -0.103, -0.079, -0.103, -0.050, -0.284, -0.090, -0.129, -0.102, -0.292, -0.103, -0.288, -0.653, -0.089, -0.104, -0.045, -0.277, -0.098, -0.087, -0.098, -0.098, -0.189, -0.003, -0.172, -0.085, 0.099, 0.093, 0.087, 0.101, 0.092, 0.090, 0.107, 0.072, 0.094, 0.074, 0.093, 0.079, 0.093, 0.093, 0.112, 0.099, 0.113, 0.113, 0.088, 0.087, 0.111, 0.114, 0.092, 0.094, 0.096, 0.102, 0.113, 0.080],
  "de_lowest_ev": 0.0430,
  "multiplicity": 2,
  "orbital_gap_ha": [0.28654, 0.29277],
  "total_charge": -1
}